1.
The following is a quantum chemistry calculation of 16 unconnected molecules or ions with the total composition C49H126N26O17, from the Open Molecules 2025 dataset.

Computed properties:
Calculated total energy in eV: -126402.50088
E_HOMO in hartree: -0.285

Last column: Löwdin charge in e.
Cartesian coordinates (Å):
1 C 15.536 -26.820 4.076  -0.029
2 C 15.408 -26.213 2.647  -0.474
3 C 16.322 -24.961 2.609  -0.130
4 C 17.817 -25.120 2.240  -0.133
5 C 17.897 -26.097 0.985  -0.092
6 C 17.142 -27.484 1.145  -0.399
7 N 15.681 -27.197 1.565  -0.066
8 O 14.839 -28.337 1.476  -0.017
9 C 17.300 -28.301 -0.197  0.005
10 C 17.880 -28.188 2.234  -0.065
11 C 14.070 -25.691 2.407  -0.057
12 H 14.694 -26.495 4.686  0.060
13 H 16.417 -26.597 4.677  0.076
14 H 15.488 -27.895 4.247  0.053
15 H 15.794 -24.235 1.991  0.081
16 H 16.279 -24.474 3.583  0.096
17 H 18.425 -25.381 3.106  0.083
18 H 18.189 -24.120 2.016  0.073
19 H 18.952 -26.181 0.725  0.096
20 H 17.521 -25.599 0.091  0.084
21 H 17.647 -29.319 -0.022  0.068
22 H 16.488 -28.154 -0.909  0.070
23 H 18.065 -27.818 -0.806  0.049
24 H 17.495 -29.198 2.376  0.073
25 H 18.966 -28.120 2.179  0.086
26 H 17.573 -27.591 3.093  0.067
27 H 13.802 -25.648 1.351  0.102
28 H 13.671 -24.861 2.989  0.090
29 H 13.282 -26.395 2.675  0.062
30 H 14.654 -28.345 0.534  0.062
31 C 12.816 -27.524 -1.503  0.003
32 C 12.641 -28.115 -2.964  -0.507
33 C 12.074 -29.478 -2.876  -0.174
34 C 11.540 -30.127 -4.181  -0.175
35 C 10.288 -29.376 -4.336  -0.162
36 C 10.541 -27.876 -4.577  -0.514
37 N 11.513 -27.379 -3.618  -0.072
38 O 11.623 -25.918 -3.630  0.000
39 C 10.951 -27.522 -6.026  -0.052
40 C 9.194 -27.228 -4.538  -0.065
41 C 13.914 -28.109 -3.721  -0.018
42 H 13.020 -26.453 -1.519  0.061
43 H 13.649 -27.923 -0.924  0.052
44 H 11.888 -27.756 -0.981  0.087
45 H 12.821 -30.171 -2.489  0.121
46 H 11.307 -29.666 -2.124  0.121
47 H 11.396 -31.169 -3.897  0.113
48 H 12.314 -30.246 -4.939  0.117
49 H 9.615 -29.637 -3.519  0.133
50 H 9.887 -29.728 -5.286  0.121
51 H 10.222 -27.622 -6.829  0.087
52 H 11.068 -26.470 -6.287  0.071
53 H 11.978 -27.814 -6.249  0.074
54 H 8.464 -27.859 -5.044  0.088
55 H 8.749 -26.997 -3.570  0.092
56 H 9.231 -26.270 -5.056  0.079
57 H 14.596 -27.286 -3.506  0.070
58 H 13.714 -28.392 -4.754  0.084
59 H 14.533 -28.816 -3.169  0.091
60 H 12.250 -25.824 -4.351  0.078
61 C 7.159 -21.287 3.954  -0.061
62 C 8.449 -21.428 3.242  -0.477
63 C 8.692 -20.142 2.347  -0.122
64 C 10.128 -19.752 2.053  -0.192
65 C 10.990 -19.749 3.318  -0.139
66 C 10.973 -21.157 3.999  -0.412
67 N 9.535 -21.585 4.280  -0.110
68 O 9.419 -22.849 4.886  -0.013
69 C 11.865 -22.144 3.030  -0.012
70 C 11.614 -21.073 5.379  -0.057
71 C 8.416 -22.652 2.267  -0.027
72 H 7.137 -20.510 4.719  0.090
73 H 6.934 -22.210 4.489  0.081
74 H 6.335 -21.173 3.249  0.093
75 H 8.080 -20.278 1.455  0.109
76 H 8.154 -19.304 2.789  0.109
77 H 10.307 -18.773 1.608  0.112
78 H 10.597 -20.433 1.344  0.093
79 H 10.672 -18.901 3.925  0.120
80 H 11.986 -19.562 2.917  0.109
81 H 11.978 -23.140 3.459  0.071
82 H 11.618 -22.197 1.969  0.054
83 H 12.874 -21.732 2.994  0.039
84 H 12.560 -20.533 5.332  0.055
85 H 10.999 -20.422 6.001  0.089
86 H 11.846 -22.044 5.816  0.083
87 H 9.344 -22.971 1.792  0.071
88 H 7.911 -22.404 1.334  0.073
89 H 7.952 -23.545 2.687  0.080
90 H 9.425 -22.602 5.813  0.099
91 C 21.530 -27.371 -1.457  -0.051
92 C 21.411 -28.458 -2.444  -0.499
93 C 20.317 -28.103 -3.531  -0.100
94 C 21.023 -27.419 -4.704  -0.187
95 C 22.243 -28.090 -5.326  -0.151
96 C 23.212 -28.435 -4.276  -0.477
97 N 22.624 -29.079 -3.068  -0.089
98 O 23.580 -29.541 -2.129  -0.006
99 C 24.419 -29.348 -4.886  -0.009
100 C 23.857 -27.106 -3.763  -0.031
101 C 20.757 -29.541 -1.618  -0.069
102 H 21.359 -26.399 -1.920  0.056
103 H 22.489 -27.219 -0.962  0.098
104 H 20.642 -27.383 -0.825  0.077
105 H 19.873 -29.022 -3.911  0.119
106 H 19.563 -27.415 -3.146  0.112
107 H 21.249 -26.440 -4.283  0.098
108 H 20.313 -27.450 -5.531  0.112
109 H 22.802 -27.488 -6.043  0.133
110 H 21.755 -29.010 -5.649  0.131
111 H 24.110 -30.271 -5.375  0.076
112 H 25.010 -28.800 -5.620  0.069
113 H 25.222 -29.665 -4.220  0.066
114 H 23.208 -26.244 -3.606  0.076
115 H 24.657 -27.333 -3.058  0.079
116 H 24.393 -26.749 -4.642  0.076
117 H 19.732 -29.267 -1.368  0.052
118 H 21.189 -29.706 -0.631  0.085
119 H 20.615 -30.422 -2.244  0.092
120 H 24.210 -28.830 -1.994  0.066
121 C 20.473 -23.798 -1.009  -0.288
122 C 20.280 -22.406 -0.635  -0.194
123 O 19.082 -22.349 0.270  -0.087
124 O 19.374 -24.267 -1.765  -0.067
125 H 20.552 -24.335 -0.064  0.121
126 H 21.444 -23.913 -1.491  0.128
127 H 20.110 -21.724 -1.468  0.128
128 H 21.273 -22.226 -0.224  0.123
129 H 19.174 -21.554 0.801  0.081
130 H 18.588 -24.083 -1.246  0.052
131 C 20.637 -30.545 3.043  -0.751
132 O 20.960 -29.468 3.492  0.023
133 N 19.620 -30.670 2.171  0.184
134 N 21.082 -31.692 3.451  0.186
135 H 19.289 -29.750 1.918  0.052
136 H 19.311 -31.586 1.877  0.105
137 H 20.842 -32.533 2.947  0.115
138 H 21.872 -31.708 4.080  0.129
139 C 19.058 -28.233 5.998  -0.667
140 O 18.635 -27.835 7.113  -0.028
141 N 18.656 -29.379 5.363  0.163
142 N 19.743 -27.520 5.132  0.177
143 H 17.827 -29.874 5.660  0.073
144 H 19.060 -29.711 4.498  0.052
145 H 20.076 -27.991 4.303  0.059
146 H 20.035 -26.622 5.491  0.118
147 C 14.945 -21.572 -0.189  -0.759
148 O 14.985 -21.133 -1.352  -0.015
149 N 13.915 -21.668 0.606  0.191
150 N 16.047 -22.013 0.347  0.185
151 H 13.979 -22.149 1.492  0.078
152 H 13.149 -21.102 0.268  0.119
153 H 16.840 -22.141 -0.264  0.091
154 H 16.111 -22.385 1.284  0.062
155 C 15.652 -21.347 4.471  -0.771
156 O 16.029 -22.078 3.565  0.022
157 N 15.124 -21.674 5.623  0.183
158 N 15.688 -20.018 4.441  0.169
159 H 15.084 -22.681 5.692  0.132
160 H 14.784 -21.047 6.338  0.125
161 H 16.116 -19.762 3.563  0.118
162 H 15.360 -19.373 5.145  0.118
163 C 11.268 -27.741 5.427  -0.796
164 O 10.928 -26.599 5.600  0.040
165 N 10.833 -28.780 6.109  0.164
166 N 12.256 -28.029 4.611  0.187
167 H 11.208 -29.716 6.061  0.085
168 H 10.043 -28.564 6.701  0.118
169 H 12.764 -28.902 4.639  0.092
170 H 12.678 -27.213 4.192  0.071
171 C 14.735 -29.986 6.863  -0.883
172 O 15.172 -29.740 5.828  0.084
173 N 13.508 -30.341 7.070  0.178
174 N 15.386 -30.000 7.959  0.207
175 H 13.193 -30.825 6.241  0.118
176 H 13.097 -30.597 7.957  0.126
177 H 16.367 -29.773 7.888  0.124
178 H 15.027 -30.156 8.890  0.134
179 C 19.253 -22.842 5.544  -0.764
180 O 20.167 -23.447 6.076  0.030
181 N 18.876 -22.999 4.337  0.180
182 N 18.459 -21.954 6.201  0.166
183 H 19.407 -23.763 3.943  0.112
184 H 18.400 -22.213 3.919  0.106
185 H 18.609 -21.731 7.174  0.115
186 H 17.648 -21.711 5.649  0.052
187 C 17.198 -33.773 -1.339  -0.893
188 O 17.451 -34.155 -2.420  0.051
189 N 16.601 -34.554 -0.560  0.181
190 N 17.404 -32.530 -1.028  0.183
191 H 16.293 -35.479 -0.825  0.128
192 H 16.656 -34.368 0.431  0.099
193 H 17.003 -32.185 -0.168  0.032
194 H 18.014 -31.962 -1.599  0.112
195 C 16.273 -31.636 2.601  -0.772
196 O 16.323 -31.881 1.399  0.011
197 N 15.496 -30.776 3.184  0.200
198 N 16.850 -32.323 3.506  0.175
199 H 14.922 -30.057 2.767  0.099
200 H 15.645 -30.798 4.182  0.059
201 H 17.548 -32.974 3.176  0.121
202 H 16.613 -32.282 4.487  0.122
203 C 15.677 -24.988 -2.264  -0.765
204 O 15.326 -25.630 -1.281  0.024
205 N 15.356 -23.821 -2.710  0.184
206 N 16.806 -25.313 -2.854  0.157
207 H 16.043 -23.152 -3.027  0.120
208 H 14.517 -23.492 -2.255  0.111
209 H 17.287 -26.021 -2.317  0.093
210 H 17.084 -24.819 -3.690  0.118
211 C 14.445 -25.910 8.213  -0.737
212 O 14.589 -24.992 9.028  -0.003
213 N 15.410 -26.597 7.622  0.181
214 N 13.240 -26.302 7.833  0.171
215 H 16.385 -26.338 7.573  0.110
216 H 15.185 -27.516 7.269  0.066
217 H 12.398 -25.764 7.982  0.117
218 H 13.325 -26.943 7.058  0.072


2.
The following is a quantum chemistry calculation of a molecular structure, C28H28AsCsN5O2S2, from the Open Molecules 2025 dataset.

Computed properties:
Calculated total energy in eV: -124095.60598
ΔE to the lowest compared entry with this formula, charge and spin in kcal per mole: 0.00
Charge: -1
E_HOMO in hartree: -0.143

Last column: Löwdin charge in e.
Cartesian coordinates (Å):
1 Cs 0.200 0.437 -1.756  1.148
2 N 4.109 -2.791 0.163  0.003
3 C 3.138 -2.101 -0.566  -0.914
4 S 1.560 -2.116 0.185  0.422
5 N 3.585 -1.562 -1.655  -0.057
6 N 2.659 -0.963 -2.499  -0.121
7 C 3.218 -0.142 -3.308  -0.169
8 C 2.616 0.683 -4.353  -0.175
9 C 3.496 1.604 -4.948  -0.087
10 C 3.132 2.435 -5.988  -0.142
11 C 1.828 2.338 -6.482  -0.130
12 C 0.935 1.446 -5.937  -0.041
13 C 1.266 0.582 -4.845  -0.475
14 O 0.384 -0.202 -4.359  -0.355
15 H 3.902 -2.872 1.143  0.035
16 H 5.055 -2.534 -0.075  0.065
17 H 4.300 -0.003 -3.209  0.102
18 H 4.510 1.648 -4.563  0.096
19 H 3.841 3.132 -6.415  0.080
20 H 1.514 2.969 -7.307  0.088
21 H -0.076 1.365 -6.321  0.099
22 O -0.991 1.268 0.578  -0.701
23 As -1.158 1.025 2.188  1.159
24 C -1.803 -0.736 2.603  -0.301
25 C -2.019 -1.604 1.541  -0.081
26 C -2.394 -2.918 1.787  -0.064
27 C -2.564 -3.343 3.097  -0.074
28 C -2.354 -2.472 4.160  -0.092
29 C -1.962 -1.166 3.918  -0.111
30 C 0.463 1.257 3.196  -0.286
31 C 1.616 0.641 2.719  -0.081
32 C 2.796 0.760 3.441  -0.066
33 C 2.822 1.482 4.627  -0.088
34 C 1.667 2.089 5.103  -0.093
35 C 0.482 1.976 4.387  -0.105
36 C -2.411 2.324 2.860  -0.295
37 C -2.090 3.672 2.725  -0.099
38 C -2.999 4.643 3.115  -0.083
39 C -4.232 4.269 3.637  -0.091
40 C -4.556 2.927 3.766  -0.085
41 C -3.645 1.952 3.379  -0.085
42 H -1.872 -1.237 0.532  0.092
43 H -2.528 -3.589 0.949  0.040
44 H -2.850 -4.369 3.295  0.102
45 H -2.480 -2.819 5.178  0.098
46 H -1.765 -0.493 4.745  0.104
47 H 1.598 0.049 1.806  0.034
48 H 3.692 0.277 3.072  0.108
49 H 3.745 1.570 5.185  0.099
50 H 1.687 2.650 6.028  0.098
51 H -0.419 2.453 4.754  0.096
52 H -1.134 3.959 2.301  0.113
53 H -2.751 5.692 3.007  0.102
54 H -4.943 5.029 3.937  0.099
55 H -5.520 2.636 4.164  0.101
56 H -3.899 0.902 3.472  0.099
57 C -0.754 -2.961 -5.232  -0.072
58 N -1.728 -3.234 -4.184  -0.067
59 C -1.427 -3.337 -2.878  -0.946
60 N -0.201 -2.960 -2.500  0.098
61 S -2.579 -3.965 -1.804  0.509
62 H -1.265 -2.990 -6.192  0.081
63 H 0.037 -3.717 -5.234  0.089
64 H -0.313 -1.973 -5.094  0.046
65 H -2.640 -3.579 -4.423  0.094
66 H 0.389 -2.384 -3.088  0.055
67 H 0.079 -3.010 -1.525  -0.024


3.
The following is a quantum chemistry calculation of a molecular structure, C7H9N, from the Open Molecules 2025 dataset.

Computed properties:
Calculated total energy in eV: -8891.38729
ΔE to the lowest compared entry with this formula, charge and spin in kcal per mole: 86.92
E_HOMO in hartree: -0.333

Last column: natural (NBO) charge in e.
Cartesian coordinates (Å):
1 C -0.089 -0.175 -1.828  -0.395
2 C 0.642 -0.902 -0.639  -0.242
3 C -0.685 -0.854 0.171  -0.039
4 C 0.400 0.500 1.399  -0.054
5 C 1.159 0.225 0.065  -0.247
6 C 0.079 1.290 0.162  -0.274
7 C -0.909 0.409 -0.625  -0.247
8 H -0.764 -0.788 -2.396  0.192
9 H 0.367 0.355 -2.638  0.209
10 H 1.393 -1.617 -0.823  0.225
11 H -1.480 -1.711 0.081  0.221
12 H -1.307 -0.176 1.848  0.354
13 H 0.873 1.049 2.130  0.218
14 H 2.085 0.537 -0.179  0.217
15 H 0.198 2.414 -0.090  0.235
16 H -1.865 0.964 -0.893  0.213
17 N -0.441 -0.569 1.532  -0.587